{
  "formula": "C32H40N8",
  "method": "the ωB97M-V functional and the def2-TZVPD basis",
  "symbols": ["N", "C", "C", "C", "C", "H", "H", "H", "H", "H", "N", "C", "C", "C", "C", "H", "H", "H", "H", "H", "N", "C", "C", "C", "C", "H", "H", "H", "H", "H", "N", "C", "C", "C", "C", "H", "H", "H", "H", "H", "N", "C", "C", "C", "C", "H", "H", "H", "H", "H", "N", "C", "C", "C", "C", "H", "H", "H", "H", "H", "N", "C", "C", "C", "C", "H", "H", "H", "H", "H", "N", "C", "C", "C", "C", "H", "H", "H", "H", "H"],
  "xyz": [[-14.393, -17.096, 30.069], [-14.678, -16.168, 29.117], [-15.886, -15.551, 29.401], [-16.350, -16.069, 30.611], [-15.363, -16.998, 31.028], [-13.639, -17.760, 29.961], [-14.127, -16.067, 28.194], [-16.442, -14.856, 28.790], [-17.314, -15.899, 31.065], [-15.367, -17.696, 31.853], [-11.043, -19.876, 33.713], [-10.430, -18.758, 34.121], [-9.093, -18.922, 33.864], [-8.892, -20.121, 33.171], [-10.080, -20.747, 33.192], [-12.017, -20.126, 33.801], [-11.027, -18.045, 34.671], [-8.310, -18.187, 33.975], [-7.931, -20.543, 32.921], [-10.391, -21.700, 32.789], [-16.509, -19.954, 29.326], [-16.096, -21.189, 29.143], [-17.056, -22.098, 29.665], [-18.208, -21.345, 29.853], [-17.827, -19.989, 29.829], [-16.001, -19.084, 29.258], [-15.103, -21.501, 28.856], [-16.923, -23.166, 29.582], [-19.181, -21.707, 30.152], [-18.385, -19.090, 30.047], [-11.450, -18.226, 29.503], [-11.892, -18.800, 28.318], [-12.765, -19.906, 28.561], [-12.660, -20.050, 29.961], [-11.995, -18.996, 30.528], [-10.767, -17.483, 29.513], [-11.593, -18.272, 27.424], [-13.346, -20.601, 27.974], [-13.078, -20.838, 30.570], [-12.025, -18.732, 31.575], [-12.474, -12.884, 24.972], [-11.724, -13.926, 25.424], [-12.592, -14.948, 25.679], [-13.909, -14.485, 25.659], [-13.818, -13.192, 25.209], [-12.256, -12.093, 24.383], [-10.647, -13.884, 25.359], [-12.248, -15.935, 25.950], [-14.823, -15.030, 25.844], [-14.545, -12.428, 24.974], [-8.274, -16.871, 29.397], [-8.955, -15.873, 28.725], [-9.736, -15.210, 29.662], [-9.617, -15.863, 30.878], [-8.666, -16.859, 30.686], [-7.548, -17.396, 28.931], [-8.643, -15.623, 27.722], [-10.214, -14.261, 29.470], [-10.097, -15.723, 31.835], [-8.196, -17.602, 31.314], [-12.633, -20.904, 23.853], [-12.888, -20.535, 25.140], [-14.247, -20.165, 25.288], [-14.859, -20.722, 24.199], [-13.883, -21.043, 23.283], [-11.727, -20.865, 23.410], [-11.966, -20.494, 25.701], [-14.749, -19.777, 26.162], [-15.931, -20.675, 24.075], [-14.001, -21.231, 22.226], [-9.890, -25.169, 27.130], [-10.007, -24.097, 27.993], [-11.148, -23.363, 27.695], [-11.740, -24.025, 26.605], [-10.945, -25.132, 26.240], [-9.156, -25.858, 27.217], [-9.321, -24.127, 28.826], [-11.603, -22.546, 28.235], [-12.690, -23.796, 26.145], [-11.159, -25.930, 25.545]],
  "multiplicity": 1,
  "smiles": "c1cc[nH]c1.c1cc[nH]c1.c1cc[nH]c1.c1cc[nH]c1.c1cc[nH]c1.c1cc[nH]c1.c1cc[nH]c1.c1cc[nH]c1",
  "mol_weight_g_mol": 536.728,
  "e_homo_ev": -7.552,
  "gap_ev": 8.10,
  "e_above_lowest_kcal_mol": 74.2
}

{
  "formula": "C32H40N8",
  "method": "the ωB97M-V functional and the def2-TZVPD basis",
  "symbols": ["N", "C", "C", "C", "C", "H", "H", "H", "H", "H", "N", "C", "C", "C", "C", "H", "H", "H", "H", "H", "N", "C", "C", "C", "C", "H", "H", "H", "H", "H", "N", "C", "C", "C", "C", "H", "H", "H", "H", "H", "N", "C", "C", "C", "C", "H", "H", "H", "H", "H", "N", "C", "C", "C", "C", "H", "H", "H", "H", "H", "N", "C", "C", "C", "C", "H", "H", "H", "H", "H", "N", "C", "C", "C", "C", "H", "H", "H", "H", "H"],
  "xyz": [[-0.755, -13.368, 12.653], [-0.703, -13.535, 11.278], [0.243, -12.705, 10.837], [0.665, -11.946, 11.858], [0.205, -12.519, 13.044], [-1.241, -13.983, 13.290], [-1.296, -14.204, 10.672], [0.506, -12.590, 9.795], [1.225, -11.024, 11.796], [0.437, -12.382, 14.090], [-6.840, -17.774, 9.302], [-8.007, -17.264, 9.851], [-8.076, -17.530, 11.225], [-7.033, -18.413, 11.449], [-6.218, -18.399, 10.307], [-6.371, -17.627, 8.420], [-8.598, -16.562, 9.281], [-8.833, -17.157, 11.899], [-6.755, -18.836, 12.402], [-5.313, -18.945, 10.086], [2.834, -18.308, 10.612], [3.075, -17.484, 11.673], [2.506, -16.258, 11.452], [1.907, -16.275, 10.175], [2.081, -17.580, 9.689], [3.217, -19.232, 10.475], [3.717, -17.783, 12.489], [2.435, -15.335, 12.008], [1.445, -15.446, 9.659], [1.781, -18.067, 8.773], [-0.483, -17.463, 12.086], [-1.611, -16.938, 11.534], [-2.703, -17.537, 12.004], [-2.297, -18.396, 13.041], [-0.900, -18.354, 13.032], [0.466, -17.342, 11.760], [-1.540, -16.217, 10.733], [-3.724, -17.431, 11.670], [-2.865, -19.103, 13.628], [-0.059, -18.930, 13.389], [-5.424, -18.010, 16.801], [-6.332, -18.969, 17.125], [-6.196, -19.942, 16.066], [-5.423, -19.360, 15.041], [-4.714, -18.265, 15.632], [-5.049, -17.375, 17.491], [-6.820, -18.969, 18.089], [-6.703, -20.893, 15.996], [-5.242, -19.909, 14.129], [-3.875, -17.610, 15.453], [3.918, -16.390, 16.426], [3.032, -17.177, 15.742], [1.837, -16.518, 15.686], [2.042, -15.271, 16.413], [3.404, -15.169, 16.654], [4.839, -16.666, 16.735], [3.298, -18.185, 15.462], [0.896, -16.841, 15.265], [1.238, -14.563, 16.542], [3.934, -14.375, 17.159], [-1.572, -14.498, 15.880], [-1.935, -15.547, 15.014], [-3.183, -15.320, 14.568], [-3.720, -14.287, 15.315], [-2.677, -13.700, 16.090], [-0.656, -14.469, 16.305], [-1.216, -16.337, 14.851], [-3.723, -15.894, 13.828], [-4.708, -13.857, 15.243], [-2.756, -12.761, 16.618], [-1.880, -21.650, 7.612], [-1.284, -21.347, 8.877], [-1.916, -20.195, 9.306], [-2.897, -19.812, 8.415], [-2.941, -20.746, 7.469], [-1.508, -22.305, 6.939], [-0.324, -21.758, 9.155], [-1.636, -19.514, 10.096], [-3.471, -18.907, 8.549], [-3.582, -20.914, 6.615]],
  "multiplicity": 2,
  "mol_weight_g_mol": 536.728,
  "e_homo_ev": [-9.421, -9.421],
  "gap_ev": [6.13, 2.37],
  "total_charge": 1,
  "e_above_lowest_kcal_mol": 30.0
}

{
  "formula": "C32H41AsFHfN6O9P2S",
  "method": "the ωB97M-V functional and the def2-TZVPD basis",
  "symbols": ["Hf", "C", "N", "C", "P", "O", "O", "P", "O", "N", "C", "C", "N", "C", "C", "N", "C", "C", "H", "H", "H", "H", "H", "H", "H", "H", "H", "H", "H", "H", "H", "H", "H", "H", "H", "H", "H", "H", "H", "H", "H", "H", "O", "As", "O", "O", "C", "C", "C", "C", "C", "C", "S", "O", "O", "O", "H", "H", "H", "H", "H", "C", "C", "N", "C", "C", "C", "C", "C", "C", "C", "C", "C", "N", "C", "H", "H", "H", "H", "H", "H", "H", "H", "F", "C", "C", "C", "C", "C", "C", "H", "H", "H", "H"],
  "xyz": [[-0.355, 0.260, -0.556], [-1.413, -4.172, 2.115], [-0.662, -2.994, 2.564], [-1.449, -2.094, 3.402], [0.578, -2.484, 1.642], [0.354, -1.771, 0.357], [1.285, -1.409, 2.671], [1.537, 0.125, 2.280], [0.374, 0.613, 1.440], [1.537, 1.025, 3.641], [0.287, 1.399, 4.299], [2.683, 0.987, 4.548], [3.004, 0.182, 1.626], [3.913, -0.946, 1.453], [3.457, 1.430, 1.014], [1.564, -3.749, 1.426], [1.955, -4.624, 2.526], [2.201, -4.044, 0.144], [-1.701, -4.758, 2.988], [-0.798, -4.790, 1.465], [-2.306, -3.870, 1.566], [-1.909, -2.682, 4.196], [-2.238, -1.604, 2.827], [-0.811, -1.345, 3.866], [-0.535, 1.383, 3.588], [0.383, 2.408, 4.702], [0.063, 0.718, 5.125], [3.592, 0.759, 3.997], [2.543, 0.238, 5.332], [2.797, 1.965, 5.017], [3.532, -1.828, 1.963], [4.883, -0.691, 1.888], [4.036, -1.162, 0.396], [4.344, 1.805, 1.529], [2.677, 2.190, 1.065], [3.681, 1.253, -0.038], [1.393, -4.383, 3.425], [3.022, -4.522, 2.736], [1.754, -5.664, 2.258], [1.792, -3.429, -0.656], [2.031, -5.095, -0.099], [3.281, -3.882, 0.215], [3.764, -1.433, -2.016], [2.091, -1.031, -2.442], [1.588, -0.093, -1.102], [1.301, -2.423, -2.716], [2.389, 0.265, -3.829], [3.556, 0.168, -4.573], [3.836, 1.099, -5.567], [2.952, 2.133, -5.819], [1.777, 2.238, -5.083], [1.506, 1.309, -4.093], [-0.017, 1.495, -3.211], [-0.943, 2.174, -4.059], [0.248, 2.149, -1.911], [-0.403, 0.096, -2.840], [3.849, -2.391, -2.117], [4.254, -0.633, -4.369], [4.746, 1.012, -6.144], [3.167, 2.854, -6.595], [1.062, 3.022, -5.286], [-0.559, 4.613, 1.557], [-0.335, 3.268, 1.244], [-1.055, 2.580, 0.376], [-2.060, 3.240, -0.251], [-2.375, 4.581, 0.010], [-1.589, 5.273, 0.945], [-3.469, 5.209, -0.671], [-4.201, 4.525, -1.572], [-3.895, 3.159, -1.879], [-4.624, 2.422, -2.826], [-4.266, 1.126, -3.078], [-3.178, 0.579, -2.391], [-2.473, 1.245, -1.493], [-2.831, 2.520, -1.233], [0.083, 5.102, 2.276], [0.470, 2.742, 1.729], [-1.802, 6.312, 1.161], [-3.690, 6.244, -0.443], [-5.029, 4.994, -2.088], [-5.452, 2.888, -3.346], [-4.791, 0.519, -3.800], [-2.868, -0.436, -2.592], [-5.280, -3.875, -0.319], [-4.233, -3.022, -0.330], [-4.292, -1.887, 0.451], [-3.214, -1.004, 0.401], [-2.072, -1.246, -0.368], [-2.058, -2.441, -1.105], [-3.135, -3.318, -1.116], [-5.171, -1.692, 1.051], [-3.307, -0.078, 0.967], [-1.195, -2.684, -1.721], [-3.134, -4.218, -1.716]],
  "multiplicity": 1,
  "mol_weight_g_mol": 1020.138,
  "e_homo_ev": -10.618,
  "gap_ev": 7.91,
  "total_charge": 1
}